Molecular formula: C34H37N6O4PdSe
Method: DFT, ωB97M-V with the def2-TZVPD basis set

highest occupied orbital energy (alpha / beta) = -9.88 / -10.40 eV
energy above the lowest of the compared OMol25 structures with the same formula, charge and spin = 0.0 kcal/mol
F_max = 0.49 eV/A
DFT total energy = -4476.3898 a.u.
<S²> = 2.0061
2S+1 = 3
HOMO-LUMO gap (alpha / beta) = 6.7047 / 6.7654 eV
charge = +1

Cartesian coordinates (Å):
1 Pd 0.12305 -0.22148 0.10488
2 C 7.75932 1.75548 1.43829
3 O 6.37293 1.53683 1.65878
4 C 5.79238 2.18492 2.70178
5 C 6.44445 3.04742 3.56801
6 C 5.74324 3.63844 4.61365
7 C 4.40577 3.35387 4.81274
8 C 3.75393 2.47362 3.95709
9 C 4.42794 1.90962 2.88556
10 N 3.83585 1.00376 1.97980
11 C 2.58380 1.04632 1.45177
12 N 1.88875 2.18548 1.61277
13 C 0.57902 2.53832 1.21941
14 C -0.33007 1.70330 0.57625
15 C -1.60027 2.22303 0.30660
16 C -1.95645 3.51217 0.65995
17 C -1.04031 4.33399 1.30821
18 C 0.22089 3.84819 1.57917
19 O 1.15740 4.59974 2.25910
20 C 1.62516 5.75770 1.55565
21 N 2.11871 0.03244 0.76230
22 C 2.83452 -1.18715 0.71304
23 C 3.32597 -1.65170 -0.49988
24 C 3.92704 -2.89813 -0.59769
25 C 4.04254 -3.68722 0.53414
26 C 3.56085 -3.24384 1.76003
27 C 2.94773 -2.00150 1.85465
28 O 2.40386 -1.50110 2.99836
29 C 2.64509 -2.21648 4.19900
30 H 8.02414 1.15172 0.57576
31 H 8.34785 1.43835 2.30160
32 H 7.95854 2.80686 1.22186
33 H 7.49264 3.26983 3.43422
34 H 6.25976 4.31752 5.27818
35 H 3.86587 3.80000 5.63598
36 H 2.71636 2.21964 4.13283
37 H 4.44112 0.28543 1.61095
38 H 2.35133 2.94459 2.09656
39 H -2.33595 1.60123 -0.19243
40 H -2.95010 3.88142 0.44230
41 H -1.30225 5.33947 1.61037
42 H 2.04582 6.43031 2.29793
43 H 0.80212 6.25028 1.03861
44 H 2.39048 5.47353 0.82940
45 H 3.22163 -1.01510 -1.37054
46 H 4.30137 -3.24640 -1.55079
47 H 4.50744 -4.66193 0.47138
48 H 3.65304 -3.87928 2.62868
49 H 2.25432 -1.59972 5.00531
50 H 3.71392 -2.37343 4.35781
51 H 2.12977 -3.18057 4.19674
52 O -0.76922 -1.44353 1.73777
53 C -0.72598 -1.26724 2.97259
54 C -0.31228 0.03413 3.60597
55 C -1.45830 0.75540 4.36474
56 C -2.75052 -0.04892 4.50418
57 C -2.62605 -1.24239 5.45433
58 C -1.35030 -2.04845 5.21141
59 N -1.09550 -2.25788 3.79016
60 H 0.06000 0.66134 2.80416
61 H 0.52836 -0.17241 4.26928
62 H -1.67461 1.68526 3.83738
63 H -1.10335 1.03574 5.35923
64 H -3.07202 -0.39442 3.51688
65 H -3.54444 0.60865 4.85919
66 H -3.49897 -1.88920 5.34494
67 H -2.61464 -0.89852 6.49121
68 H -1.40136 -3.02604 5.68776
69 H -0.48743 -1.53531 5.63793
70 H -1.46856 -3.08173 3.34124
71 Se 0.07919 -3.70872 0.21936
72 N 0.06069 -2.27101 -0.85144
73 C 0.55969 -2.64397 -2.01712
74 C 0.75257 -1.77628 -3.13883
75 C 1.29171 -2.29145 -4.26736
76 C 1.66320 -3.67883 -4.36903
77 C 1.48845 -4.53428 -3.33685
78 C 0.93022 -4.03206 -2.11581
79 N 0.73626 -4.75371 -1.02979
80 H 0.46277 -0.73529 -3.06321
81 H 1.44536 -1.65207 -5.12663
82 H 2.08392 -4.03679 -5.29872
83 H 1.75708 -5.57892 -3.40466

Molecular formula: C4H7N
Method: DFT, ωB97M-V with the def2-TZVPD basis set

highest occupied orbital energy = -6.95 eV
energy above the lowest of the compared OMol25 structures with the same formula, charge and spin = 115.5 kcal/mol
F_max = 4.24 eV/A
DFT total energy = -211.1766 a.u.
2S+1 = 1
HOMO-LUMO gap = 7.8701 eV

Cartesian coordinates (Å):
1 C 0.49044 -0.31158 -0.07535
2 C 1.70133 0.48508 0.22859
3 C -0.89347 -0.24798 0.03176
4 N -2.01882 0.48064 0.01951
5 C -0.24098 -1.40416 0.42479
6 H 0.06911 0.05326 -1.62143
7 H -1.95513 1.39908 -0.39484
8 H -2.89301 -0.01762 0.08404
9 H -0.28510 -2.47633 0.35968
10 H 1.63015 1.47475 -0.22015
11 H 1.80218 0.57835 1.31425
12 H 2.59332 -0.01349 -0.15086